{"formula": "C64H85F6IN2OP", "method": "ωB97M-V/def2-TZVPD", "fmax_ha_per_bohr": 0.047, "charge": -1, "homo_energy_ev": -4.07, "symbols": ["C", "C", "C", "C", "C", "C", "C", "C", "C", "C", "C", "C", "P", "C", "C", "C", "C", "N", "C", "C", "C", "C", "C", "C", "O", "I", "N", "C", "C", "C", "C", "C", "C", "H", "H", "H", "H", "H", "H", "H", "H", "H", "H", "H", "H", "H", "H", "H", "H", "H", "H", "H", "H", "H", "H", "H", "H", "H", "H", "H", "H", "H", "H", "H", "H", "H", "H", "H", "H", "H", "H", "H", "H", "H", "H", "H", "H", "H", "H", "H", "H", "H", "H", "H", "H", "H", "H", "H", "F", "C", "C", "C", "C", "C", "C", "H", "H", "H", "H", "H", "F", "C", "C", "C", "C", "C", "C", "H", "H", "H", "H", "H", "F", "C", "C", "C", "C", "C", "C", "H", "H", "H", "H", "H", "F", "C", "C", "C", "C", "C", "C", "H", "H", "H", "H", "H", "F", "C", "C", "C", "C", "C", "C", "H", "H", "H", "H", "H", "F", "C", "C", "C", "C", "C", "C", "H", "H", "H", "H", "H"], "positions_angstrom": [[-2.5680, -1.2157, 5.0005], [-2.6105, 0.3296, 5.1428], [-3.6103, 1.0166, 4.1809], [-4.7447, 1.8320, 4.8904], [-4.6540, 3.3089, 4.4229], [-3.7029, 4.1127, 5.3411], [-2.7460, 5.0705, 4.6138], [-1.7868, 4.3696, 3.6428], [-0.6144, 3.6983, 4.3698], [0.0854, 2.5925, 3.5476], [0.9114, 3.1635, 2.3624], [1.2665, 2.1390, 1.2589], [0.4150, 2.0679, -0.4942], [-0.3104, 1.6379, -2.2477], [-1.5861, 2.3153, -2.8011], [-2.7168, 1.3270, -3.2644], [-4.0792, 1.6595, -2.5722], [-4.7970, 0.4149, -2.2745], [-5.2697, -0.4503, -3.2041], [-5.8355, -1.4982, -2.5570], [-5.7208, -1.2471, -1.1634], [-5.0886, -0.0525, -1.0472], [-1.3285, 1.8358, 0.3609], [-1.5949, 0.4053, 0.8066], [-1.8775, 0.1317, 1.9461], [-1.5743, -1.3337, -0.5113], [2.0893, 2.1079, -1.2707], [2.7747, 0.8592, -1.4119], [3.8854, 1.0076, -2.4951], [0.2747, 3.9760, -0.7002], [-0.9760, 4.7007, -0.1849], [0.7332, 4.5640, -2.0816], [-0.3149, 5.4257, -2.8453], [-2.7166, -1.6516, 5.9892], [-3.3789, -1.5715, 4.3641], [-1.6135, -1.5389, 4.5861], [-2.7899, 0.6227, 6.1799], [-1.6241, 0.7268, 4.8856], [-3.0611, 1.7103, 3.5485], [-4.0924, 0.2679, 3.5512], [-4.5664, 1.7815, 5.9682], [-5.7318, 1.4081, 4.7091], [-4.3788, 3.3413, 3.3681], [-5.6745, 3.7015, 4.4992], [-4.3466, 4.7341, 5.9761], [-3.1894, 3.4459, 6.0390], [-3.3737, 5.7805, 4.0608], [-2.2205, 5.6660, 5.3687], [-1.3570, 5.1592, 3.0167], [-2.3564, 3.6823, 3.0165], [0.0906, 4.4164, 4.7981], [-1.0592, 3.1570, 5.2209], [-0.7135, 1.9274, 3.2083], [0.7863, 2.0868, 4.2202], [0.4430, 4.1113, 2.0813], [1.8468, 3.4774, 2.8528], [1.0956, 1.1581, 1.7320], [2.3534, 2.1477, 1.1428], [0.5603, 0.6204, -0.3451], [-0.4747, 0.5577, -2.3155], [0.4722, 1.7719, -2.9963], [-2.1023, 3.0499, -2.1774], [-1.3212, 2.8519, -3.7197], [-2.9037, 1.4669, -4.3321], [-2.4864, 0.2896, -3.0311], [-3.9240, 2.1413, -1.6066], [-4.7044, 2.2916, -3.2054], [-5.1980, -0.3076, -4.2696], [-6.2962, -2.3693, -3.0099], [-6.0551, -1.8918, -0.3684], [-4.8296, 0.4014, -0.1023], [-1.4275, 2.3768, 1.3036], [-2.1973, 2.1345, -0.2388], [2.6544, 2.8986, -0.9966], [2.1440, 0.0415, -1.7565], [3.3289, 0.5993, -0.4862], [3.3532, 1.1794, -3.4363], [4.3843, 0.0383, -2.6312], [4.5846, 1.8099, -2.2647], [1.0809, 4.3699, -0.0657], [-1.8868, 4.6078, -0.7789], [-0.7432, 5.7782, -0.2010], [-1.2298, 4.5173, 0.8585], [1.5674, 5.2636, -1.9437], [1.1096, 3.8222, -2.7830], [-0.0034, 5.4488, -3.8975], [-1.3301, 5.0387, -2.8274], [-0.2924, 6.4676, -2.5165], [6.2986, 0.6348, -0.1555], [7.4119, 0.2996, -0.8223], [7.5664, -1.0008, -1.2615], [8.7173, -1.3444, -1.9558], [9.6998, -0.3915, -2.1933], [9.5286, 0.9094, -1.7404], [8.3754, 1.2622, -1.0541], [6.7921, -1.7292, -1.0600], [8.8479, -2.3581, -2.3120], [10.5971, -0.6622, -2.7308], [10.2953, 1.6514, -1.9221], [8.2190, 2.2728, -0.7004], [-0.8373, -1.5875, 7.6293], [0.4700, -1.3196, 7.4483], [0.8633, -0.5812, 6.3488], [2.2106, -0.3044, 6.1712], [3.1455, -0.7753, 7.0842], [2.7321, -1.5198, 8.1803], [1.3843, -1.7916, 8.3695], [0.1230, -0.2289, 5.6431], [2.5305, 0.2792, 5.3179], [4.1966, -0.5609, 6.9400], [3.4600, -1.8906, 8.8903], [1.0410, -2.3633, 9.2219], [12.7477, -0.0893, -3.4923], [13.1449, -0.4519, -4.7275], [14.4414, -0.1879, -5.1211], [14.8483, -0.5667, -6.3922], [13.9555, -1.1925, -7.2518], [12.6543, -1.4450, -6.8388], [12.2439, -1.0778, -5.5657], [15.1192, 0.3076, -4.4386], [15.8635, -0.3727, -6.7120], [14.2747, -1.4831, -8.2442], [11.9564, -1.9287, -7.5092], [11.2361, -1.2727, -5.2225], [-7.4040, -0.1733, 5.4518], [-7.2266, -1.4503, 5.0622], [-7.7870, -2.4673, 5.8086], [-7.6027, -3.7807, 5.4000], [-6.8562, -4.0582, 4.2626], [-6.2967, -3.0212, 3.5277], [-6.4860, -1.7062, 3.9251], [-8.3583, -2.2297, 6.6965], [-8.0416, -4.5884, 5.9711], [-6.7104, -5.0837, 3.9490], [-5.7110, -3.2357, 2.6436], [-6.0645, -0.8839, 3.3616], [-7.2112, -3.8917, -4.6227], [-6.2654, -4.0763, -5.5621], [-5.0780, -4.6826, -5.2046], [-4.1004, -4.8721, -6.1687], [-4.3165, -4.4488, -7.4733], [-5.5150, -3.8372, -7.8145], [-6.5001, -3.6514, -6.8550], [-4.9238, -4.9986, -4.1810], [-3.1677, -5.3499, -5.9002], [-3.5494, -4.5941, -8.2231], [-5.6834, -3.5015, -8.8294], [-7.4433, -3.1820, -7.1025], [-2.9488, -7.4139, -3.2671], [-1.6550, -7.0682, -3.4213], [-1.1078, -7.0663, -4.6883], [0.2218, -6.7046, -4.8496], [0.9867, -6.3607, -3.7433], [0.4199, -6.3724, -2.4756], [-0.9121, -6.7234, -2.3103], [-1.7192, -7.3446, -5.5373], [0.6602, -6.6902, -5.8387], [2.0244, -6.0813, -3.8697], [1.0156, -6.1061, -1.6129], [-1.3740, -6.7290, -1.3319]], "forces_ev_per_angstrom": [[-0.229, 0.565, 0.539], [0.155, -0.224, -0.835], [-0.675, 0.150, 1.039], [1.052, 0.147, -0.643], [-0.750, -0.600, 0.971], [-0.453, 0.500, -0.201], [-0.517, -0.350, 0.006], [0.754, 1.226, 0.594], [-0.709, -1.404, 0.231], [0.057, 1.187, -0.189], [0.254, -0.087, 1.072], [-0.449, 0.302, 1.041], [1.114, -1.016, -0.634], [-0.751, 0.178, -0.535], [-0.505, -0.596, -1.211], [-0.578, 1.150, 0.664], [0.494, -1.110, 0.026], [0.129, 1.478, -0.494], [-0.003, -0.227, -0.694], [-0.635, -1.129, 0.427], [-0.439, -0.702, -0.514], [0.017, -0.198, 1.386], [-0.728, -0.985, 0.021], [-0.391, 0.903, 1.607], [0.475, -0.137, -1.005], [-0.049, -0.039, -0.175], [-1.270, 0.046, -0.514], [2.150, 1.120, -0.193], [-1.077, -0.877, -0.096], [0.631, 0.601, -0.182], [0.180, 0.927, 0.107], [-0.929, 0.540, -0.525], [0.677, -0.110, -0.419], [0.179, -0.279, -0.138], [0.120, -0.010, -0.089], [-0.123, -0.178, -0.009], [-0.137, -0.049, -0.041], [-0.013, -0.053, 0.142], [-0.034, -0.222, -0.204], [0.312, 0.039, -0.208], [-0.255, 0.105, 0.015], [0.056, 0.024, -0.125], [0.057, 0.058, 0.039], [0.193, 0.375, -0.117], [0.137, -0.067, 0.105], [0.228, -0.039, -0.260], [0.088, -0.032, -0.047], [0.223, -0.086, -0.159], [-0.216, -0.203, -0.322], [0.251, -0.096, -0.069], [-0.047, 0.142, -0.224], [0.161, 0.215, 0.121], [0.323, -0.284, 0.017], [-0.254, -0.415, -0.118], [0.004, -0.248, -0.594], [-0.032, 0.165, -0.204], [-0.225, -0.007, -0.273], [-0.060, 0.159, -0.346], [0.242, 0.113, 0.020], [-0.064, 0.073, 0.474], [0.133, 0.300, 0.223], [0.526, 0.000, 0.331], [0.111, 0.254, 0.268], [0.274, -0.429, -0.060], [0.139, 0.025, -0.154], [0.010, 0.125, -0.106], [0.007, 0.079, 0.120], [0.234, 0.309, 0.047], [0.099, 0.260, 0.021], [0.014, 0.068, 0.091], [0.283, 0.478, -0.338], [0.129, 0.066, -0.092], [0.251, -0.072, -0.246], [0.341, -0.303, 0.191], [-0.359, 0.125, 0.417], [-0.464, -0.559, 0.016], [0.288, 0.419, -0.037], [0.354, 0.237, 0.182], [0.048, -0.057, -0.086], [-0.153, -0.447, 0.365], [0.098, -0.325, 0.004], [-0.144, -0.043, -0.039], [0.066, -0.393, -0.123], [0.115, -0.265, 0.236], [-0.106, -0.313, 0.357], [-0.134, 0.044, 0.038], [0.018, 0.050, 0.107], [-0.283, -0.088, 0.165], [-0.017, 0.025, 0.059], [0.178, -0.058, -0.144], [-0.130, -0.197, 0.015], [0.030, 0.189, 0.046], [0.026, -0.088, -0.063], [-0.075, -0.118, -0.003], [0.016, 0.194, 0.058], [-0.035, 0.052, -0.001], [-0.019, -0.006, 0.022], [0.010, 0.015, 0.034], [-0.016, 0.007, -0.007], [-0.038, -0.022, 0.016], [0.035, 0.003, 0.086], [0.302, 0.075, -0.068], [-0.184, 0.087, -0.156], [0.049, -0.080, 0.133], [0.080, 0.023, -0.005], [-0.041, 0.075, -0.116], [-0.054, -0.126, 0.184], [-0.010, -0.005, 0.024], [-0.044, -0.018, -0.025], [-0.010, -0.006, 0.001], [-0.022, 0.001, 0.017], [-0.029, -0.005, -0.027], [0.059, 0.027, 0.017], [0.079, -0.083, -0.284], [0.166, 0.104, 0.145], [-0.154, -0.053, -0.027], [0.037, -0.019, -0.072], [0.139, 0.049, 0.034], [-0.229, -0.049, 0.073], [-0.030, -0.013, 0.021], [-0.003, 0.021, 0.021], [-0.009, 0.003, 0.010], [-0.013, -0.005, 0.026], [0.007, 0.040, 0.011], [-0.103, -0.008, 0.063], [0.091, -0.273, -0.131], [-0.136, 0.035, 0.202], [0.097, 0.057, -0.130], [-0.008, -0.072, 0.001], [-0.081, -0.053, 0.090], [0.083, 0.180, -0.127], [0.006, 0.032, -0.018], [0.002, 0.020, 0.022], [0.006, 0.013, -0.002], [0.007, 0.040, -0.003], [0.000, 0.005, 0.031], [-0.098, -0.038, -0.053], [0.283, -0.031, -0.203], [0.050, -0.108, 0.292], [-0.090, 0.050, -0.134], [0.052, -0.015, -0.057], [0.078, -0.070, 0.106], [-0.235, 0.110, -0.054], [-0.017, 0.023, -0.001], [0.000, 0.038, 0.049], [-0.008, 0.014, 0.007], [-0.026, 0.000, 0.010], [0.008, 0.015, 0.041], [-0.039, -0.002, -0.012], [0.281, 0.092, -0.012], [-0.144, -0.062, -0.253], [0.023, 0.018, 0.188], [0.072, 0.008, -0.018], [-0.017, -0.035, -0.153], [-0.081, -0.016, 0.221], [-0.023, -0.015, 0.033], [-0.024, -0.013, -0.004], [-0.016, 0.014, 0.009], [-0.035, 0.033, 0.007], [-0.022, 0.005, -0.022]], "mulliken_charge": [-1.266, 0.677, 2.320, -0.928, -0.882, -0.730, -1.608, 1.084, -1.172, 1.094, -0.868, -1.802, 1.094, -2.394, 0.178, -0.847, -0.786, 0.388, -0.491, -0.522, -0.719, -0.573, 2.266, -1.548, -0.025, -0.157, -0.105, -0.222, -1.361, -0.076, -1.972, -0.696, -1.503, 0.296, 0.307, 0.274, 0.626, -1.047, -1.814, 0.186, 0.510, 0.189, 0.457, 0.498, 0.404, 0.381, 0.372, 0.367, 0.581, -0.781, 0.421, 0.401, -0.764, -0.033, 0.443, 0.438, 0.574, 0.522, 0.454, 0.969, 0.778, -0.340, 0.512, 0.303, 0.447, 0.393, 0.194, 0.381, 0.425, 0.534, 0.570, -1.648, 0.277, 0.375, 0.205, 0.239, 0.366, 0.368, 0.223, 0.920, 0.217, 0.542, -0.009, 0.347, 0.221, 0.425, 0.299, 0.388, -0.284, 0.175, -0.239, -0.475, -0.252, -0.464, -0.473, 0.448, 0.363, 0.409, 0.374, 0.419, -0.268, 0.157, 0.301, -0.564, -0.566, -0.386, -0.552, 0.245, 0.418, 0.383, 0.351, 0.420, -0.272, 0.515, -0.538, -0.380, -0.512, -0.437, -0.277, 0.404, 0.352, 0.359, 0.351, 0.434, -0.315, 0.374, -0.527, -0.342, -0.659, -0.293, -0.180, 0.415, 0.361, 0.378, 0.400, 0.411, -0.350, 0.302, -0.286, -0.151, -0.604, -0.300, -0.593, 0.488, 0.310, 0.381, 0.364, 0.417, -0.338, 0.414, -0.327, -0.392, -0.507, -0.364, -0.502, 0.492, 0.361, 0.376, 0.384, 0.426]}